Formula: C2H10N4O
Source: OMol25
Level of theory: the ωB97M-V functional and the def2-TZVPD basis

E ... -375.65216 a.u.
HOMO level ... -15.5 eV
Energy relative to the best compared isomer or geometry (same formula, charge and spin) ... 247.6 kJ/mol
Charge ... +2

Positions of all 17 atoms, in Å:
H  7.383  3.535  -0.105
N  -10.841  0.098  0.991
N  8.974  2.280  -0.550
H  -6.545  -11.032  3.580
H  -11.217  -0.195  1.867
H  7.152  1.257  -0.381
N  8.390  3.480  -0.306
C  8.300  1.202  -0.558
H  -6.130  -11.236  4.258
H  8.937  4.251  -0.729
H  -9.499  1.504  -1.824
H  10.000  2.288  -0.625
C  -10.621  0.524  -0.122
O  8.847  -0.007  -0.594
N  -10.313  0.989  -1.940
H  8.240  -0.702  -0.841
H  -11.059  1.763  -2.120



Formula: CH5N2O
Source: OMol25
Level of theory: the ωB97M-V functional and the def2-TZVPD basis

E ... -225.41752 a.u.
HOMO level (spin up / spin down) ... -17.1 / -17.1 eV
Energy relative to the best compared isomer or geometry (same formula, charge and spin) ... 497.7 kJ/mol
Charge ... +1

Positions of all 9 atoms, in Å:
O  -1.629  -0.693  0.080
N  -0.517  1.282  -0.262
H  0.315  1.757  -0.547
H  -1.477  1.711  -0.441
H  0.657  -1.282  1.164
H  0.721  -1.794  -0.216
H  1.695  -0.215  0.081
N  -0.431  0.009  -0.070
C  0.667  -0.777  0.210



Formula: C3H4N4
Source: OMol25
Level of theory: the ωB97M-V functional and the def2-TZVPD basis

E ... -335.61431 a.u.
HOMO level ... -10.2 eV
Energy relative to the best compared isomer or geometry (same formula, charge and spin) ... 417.5 kJ/mol

Positions of all 11 atoms, in Å:
H  1.301  0.688  -0.594
C  -0.256  -1.052  -1.132
H  1.981  -1.327  -0.747
H  -0.469  -1.049  -2.320
C  1.110  -0.693  -0.422
N  0.130  2.774  0.546
H  -1.266  -1.275  1.733
N  0.657  -0.743  0.990
N  0.147  1.851  -0.268
C  -0.675  -0.900  0.841
N  -1.308  -1.192  -0.382



Formula: C16H35Cl10N
Source: OMol25
Level of theory: the ωB97M-V functional and the def2-TZVPD basis

E ... -5286.96710 a.u.
HOMO level ... -8.9 eV
Energy relative to the best compared isomer or geometry (same formula, charge and spin) ... 225.8 kJ/mol

Positions of all 62 atoms, in Å:
H  1.365  -1.741  -0.314
H  2.673  5.419  2.615
Cl  -1.153  -3.049  -0.606
C  1.400  0.682  -2.810
C  4.056  0.033  -0.182
H  -2.939  -3.677  4.522
Cl  1.199  4.132  3.259
C  0.450  -3.097  -1.306
H  3.985  1.405  -1.782
C  -2.382  -3.837  3.752
H  2.921  4.118  1.535
H  1.800  6.498  0.616
Cl  -0.317  0.258  3.348
H  0.764  -4.114  -1.375
H  -1.859  2.368  2.736
C  -3.211  -3.680  2.509
H  3.360  -0.574  0.197
H  2.463  -2.342  -0.933
H  -1.936  -4.905  3.726
H  0.146  1.148  -1.014
H  -2.660  1.826  1.120
H  -3.520  -2.578  2.363
C  3.259  0.747  -1.269
H  4.038  -1.565  -2.586
C  2.263  4.914  2.034
Cl  1.482  -3.640  1.105
H  1.621  1.755  -2.925
H  -4.458  -1.569  -0.203
H  2.687  -1.385  -3.392
C  3.369  -0.717  -2.947
Cl  -0.555  2.814  0.806
C  -0.016  0.706  -2.023
Cl  -0.998  -2.795  3.697
H  -6.771  0.290  0.649
C  -5.266  -0.724  -0.358
Cl  0.073  6.903  1.891
H  -2.706  -4.008  1.713
H  3.544  0.927  -4.405
Cl  -4.768  -4.519  2.637
H  4.694  -0.613  -0.722
Cl  -4.354  0.682  -0.828
H  0.790  5.123  0.341
H  -6.790  -1.363  1.207
C  -1.761  1.804  1.679
H  -6.124  -1.038  -1.203
H  -2.164  -0.211  1.842
H  -0.517  0.076  1.033
C  -1.313  0.454  1.800
C  1.297  5.791  1.175
H  2.522  1.526  -0.850
H  -0.684  1.409  -2.339
N  2.436  -0.061  -2.123
H  4.852  0.018  -3.809
C  3.889  0.026  -3.961
H  4.337  0.645  0.653
C  1.483  -2.640  -0.435
H  -0.289  -0.348  -2.003
C  -6.117  -0.541  0.859
Cl  -5.010  -0.048  2.201
H  3.716  -0.707  -4.714
H  1.290  0.347  -3.927
H  0.413  -2.754  -2.278



- Which of these has the lowest energy relative to the best compared isomer or geometry (same formula, charge and spin)?
  C16H35Cl10N